# 1
Density functional theory data (the ωB97M-V functional and the def2-TZVPD basis) for a structure of composition C24H62HgN3O9.

For the HOMO-LUMO gap (spin up / spin down), the calculation gives 5.10 / 7.94 eV. As for the multiplicity: 2. As for the expectation value of S²: 0.753. The total energy comes out at -1946.075410 Eh.

Last column: Mulliken spin population.
Geometry (Å):
Hg: -2.707 -2.548 0.062  1.370
C: -0.328 1.618 0.566  0.006
C: -1.276 0.764 -0.270  -0.002
O: -1.612 -0.483 0.308  -0.133
H: 0.308 2.270 -0.034  0.000
H: 0.480 0.983 0.929  -0.001
H: -0.780 2.037 1.464  0.002
H: -0.727 0.647 -1.205  0.002
H: -2.095 1.451 -0.481  0.004
C: -4.597 0.149 1.215  0.007
O: -4.241 -1.277 1.232  -0.147
C: -4.130 -1.820 2.535  -0.079
C: -3.780 -3.342 2.598  0.068
N: -2.464 -3.694 2.133  -0.073
C: -1.409 -3.217 3.155  0.029
C: -0.332 -4.191 3.240  -0.014
O: -0.862 -5.499 3.320  -0.003
C: 0.175 -6.505 3.124  0.000
H: -5.678 0.288 1.262  0.003
H: -4.168 0.703 0.380  0.005
H: -4.209 0.613 2.122  0.003
H: -5.135 -1.843 2.955  -0.006
H: -3.469 -1.262 3.199  0.000
H: -4.485 -3.934 2.015  0.059
H: -3.913 -3.607 3.647  0.013
H: -2.448 -4.703 2.179  -0.004
H: -1.974 -3.135 4.084  0.000
H: -0.990 -2.223 2.994  -0.006
H: 0.433 -3.928 3.971  0.001
H: 0.113 -4.071 2.252  0.005
H: -0.303 -7.402 2.730  0.000
H: 0.569 -6.719 4.117  0.000
H: 1.049 -6.323 2.499  0.000
C: -3.614 -1.079 -3.082  0.002
O: -2.926 -2.048 -2.254  -0.143
C: -1.707 -2.362 -2.897  -0.016
C: -1.010 -3.707 -2.525  0.015
N: -0.919 -3.802 -1.017  -0.037
C: -1.043 -5.296 -0.697  0.113
C: 0.250 -6.119 -1.098  0.018
O: 1.405 -5.333 -0.800  0.006
C: 2.699 -5.964 -0.866  0.000
H: -3.160 -0.090 -3.024  0.001
H: -4.688 -1.111 -2.898  0.001
H: -3.631 -1.367 -4.133  0.002
H: -1.093 -1.541 -2.525  -0.007
H: -1.606 -2.186 -3.967  0.002
H: 0.002 -3.802 -2.920  -0.003
H: -1.606 -4.533 -2.913  0.006
H: -0.024 -3.497 -0.662  0.009
H: -1.956 -5.773 -1.054  0.008
H: -0.870 -5.257 0.378  -0.093
H: 0.371 -6.446 -2.130  0.001
H: 0.295 -7.024 -0.492  -0.001
H: 3.523 -5.266 -1.016  0.000
H: 2.668 -6.504 -1.813  0.000
H: 2.963 -6.549 0.015  0.000
C: 0.765 8.663 -4.298  0.000
O: 1.139 7.629 -3.378  0.000
C: 2.380 7.741 -2.792  0.000
C: 2.536 6.614 -1.830  0.000
N: 1.606 6.772 -0.704  0.000
C: 1.544 5.449 -0.112  0.000
C: 0.648 5.470 1.035  0.000
O: -0.642 5.604 0.581  0.000
C: -1.540 5.617 1.626  0.000
H: 1.211 8.497 -5.278  0.000
H: 0.756 9.694 -3.943  0.000
H: -0.314 8.667 -4.452  0.000
H: 2.433 8.735 -2.347  0.000
H: 3.156 7.651 -3.552  0.000
H: 3.606 6.533 -1.636  0.000
H: 2.201 5.731 -2.374  0.000
H: 0.687 6.977 -1.070  0.000
H: 2.481 4.943 0.119  0.000
H: 1.179 4.689 -0.804  0.000
H: 0.845 6.294 1.721  0.000
H: 0.629 4.495 1.524  0.000
H: -1.383 4.945 2.470  0.000
H: -2.504 5.426 1.155  0.000
H: -1.505 6.606 2.082  0.000
C: 3.176 -2.190 0.261  -0.001
C: 2.133 -1.200 0.219  -0.002
O: 0.877 -1.968 0.257  0.009
H: 4.172 -1.749 0.298  0.000
H: 3.038 -2.919 -0.538  0.000
H: 3.207 -2.754 1.193  0.000
H: 2.369 -0.812 -0.773  0.000
H: 2.238 -0.380 0.930  0.000
H: 0.161 -1.340 0.379  0.003
C: 4.457 2.921 1.350  0.000
C: 3.933 2.139 0.153  0.000
O: 4.028 2.987 -1.043  0.000
H: 4.053 3.934 1.349  0.000
H: 5.546 2.919 1.304  0.000
H: 4.147 2.394 2.253  0.000
H: 2.931 1.822 0.444  0.000
H: 4.570 1.267 0.005  0.000
H: 3.704 2.352 -1.686  0.000

***

# 2
Density functional theory data (the ωB97M-V functional and the def2-TZVPD basis) for a cluster of 13 separate species, C24H63ClI3N2O14 in total.

Its net charge is +1. For the HOMO-LUMO gap, the calculation gives 7.89 eV. The total energy comes out at -3468.080977 Eh.

Last column: Mulliken charge in e.
Geometry (Å):
C: 3.043 3.030 2.172  -0.638
C: 1.933 2.026 2.688  -0.483
C: 0.750 2.000 1.609  -0.960
N: 0.212 0.616 1.531  0.219
C: 0.934 -0.297 0.761  0.318
C: 2.228 0.089 -0.033  -0.125
C: 1.833 0.714 -1.463  -0.417
C: 2.935 0.310 -2.564  -1.364
I: 4.885 0.916 -1.719  0.194
C: 0.492 -1.698 0.612  0.673
C: 1.294 -2.737 -0.250  -1.717
C: 1.086 -2.556 -1.813  0.220
C: 0.083 -3.576 -2.470  -0.530
Cl: 0.684 -3.976 -4.157  -0.248
C: -0.744 -2.108 1.320  0.042
C: -1.229 -3.577 1.133  -1.028
N: -0.669 -4.353 2.286  -0.512
C: -1.462 -1.132 2.162  0.822
C: -2.724 -1.623 2.926  -2.255
I: -2.378 -1.778 5.090  0.111
C: -4.048 -0.786 2.596  -0.475
C: -4.282 -0.599 1.046  -0.422
I: -5.697 -2.061 3.325  0.215
C: -0.928 0.239 2.224  0.872
C: -1.707 1.298 3.088  -1.032
C: -2.744 2.136 2.191  -0.269
C: -2.340 3.649 2.006  -0.377
C: -3.552 4.483 1.442  0.199
O: -3.330 5.304 0.592  -0.538
O: -4.859 4.263 1.867  -0.349
C: -5.596 3.652 0.761  0.019
C: -6.923 3.041 1.376  -0.963
H: 2.524 3.742 1.467  0.290
H: 3.445 3.618 3.030  0.370
H: 3.884 2.502 1.661  0.014
H: 2.321 0.995 2.903  0.333
H: 1.522 2.425 3.657  0.470
H: 1.099 2.380 0.611  0.119
H: 0.008 2.742 1.974  0.217
H: 2.923 -0.767 -0.183  0.612
H: 2.826 0.894 0.469  -0.299
H: 0.782 0.473 -1.757  0.578
H: 1.886 1.829 -1.348  0.334
H: 2.793 0.968 -3.453  0.744
H: 2.969 -0.773 -2.809  0.059
H: 2.400 -2.663 -0.056  0.460
H: 1.023 -3.793 0.003  0.813
H: 2.098 -2.575 -2.302  0.314
H: 0.662 -1.532 -1.999  -0.101
H: -0.128 -4.488 -1.865  0.260
H: -0.883 -3.028 -2.634  0.290
H: -2.354 -3.662 1.143  0.311
H: -0.924 -4.009 0.138  -0.190
H: -0.389 -5.290 1.992  0.314
H: 0.173 -3.836 2.569  0.296
H: -2.990 -2.671 2.628  0.912
H: -4.129 0.142 3.203  0.854
H: -3.511 -1.102 0.406  0.166
H: -4.398 0.466 0.726  -0.496
H: -5.251 -1.101 0.777  0.628
H: -2.308 0.824 3.895  0.339
H: -0.932 1.960 3.545  0.637
H: -2.814 1.669 1.182  0.223
H: -3.728 2.133 2.738  0.574
H: -1.854 4.121 2.895  0.432
H: -1.573 3.684 1.182  0.112
H: -4.976 2.843 0.273  -0.007
H: -5.788 4.421 -0.025  0.410
H: -7.776 3.387 0.733  0.318
H: -7.063 3.425 2.422  0.273
H: -6.839 1.926 1.375  0.196
O: 5.580 1.410 1.664  -0.685
H: 5.441 1.202 0.727  0.061
H: 6.235 0.762 1.954  0.292
O: -8.183 -2.691 5.895  -0.600
H: -7.423 -2.942 5.358  0.206
H: -7.800 -2.192 6.626  0.325
O: 7.894 3.323 0.466  -0.676
H: 7.525 4.164 0.165  0.306
H: 7.160 2.894 0.928  0.365
O: -4.039 -0.549 -1.864  -0.612
H: -4.956 -0.328 -2.068  0.303
H: -3.577 0.295 -1.927  0.297
O: 3.172 -0.634 -5.509  -0.517
H: 2.836 -0.501 -6.403  0.278
H: 4.016 -1.081 -5.642  0.260
O: 0.209 0.980 -4.392  -0.593
H: -0.131 1.114 -5.289  0.321
H: 1.053 0.533 -4.528  0.273
O: 0.432 2.383 -6.915  -0.661
H: 0.185 3.190 -6.448  0.334
H: 1.396 2.415 -6.940  0.321
O: 7.052 5.596 -1.707  -0.612
H: 6.591 5.662 -2.551  0.301
H: 7.188 6.513 -1.442  0.313
O: 1.334 -7.372 -5.548  -0.617
H: 1.091 -6.553 -5.102  0.290
H: 2.299 -7.345 -5.578  0.337
O: -4.051 -5.435 5.851  -0.606
H: -4.972 -5.216 5.669  0.314
H: -3.591 -4.591 5.789  0.256
O: 3.703 -5.807 -7.033  -0.634
H: 3.031 -5.215 -6.675  0.292
H: 3.370 -6.035 -7.908  0.337
O: 9.106 1.341 -1.197  -0.629
H: 8.846 2.150 -0.725  0.379
H: 10.068 1.372 -1.208  0.304

***

# 3
Density functional theory data (the ωB97M-V functional and the def2-TZVPD basis) for a structure of composition C24H63N9O13Zn2.

For the HOMO-LUMO gap, the calculation gives 7.10 eV. The total energy comes out at -5981.520478 Eh.

Last column: Mulliken charge in e.
Geometry (Å):
Zn: -1.415 -2.432 2.036  0.310
Zn: 1.702 -2.215 2.349  1.147
C: 0.233 -0.595 1.166  2.418
O: -0.654 -1.259 0.622  0.576
O: 1.384 -0.880 0.853  -0.706
O: 0.104 -0.941 2.345  -1.692
C: 0.182 -4.182 3.117  1.222
O: 1.230 -3.692 3.594  -0.737
O: -0.910 -3.796 3.397  -0.746
O: 0.212 -3.697 1.974  -1.104
C: 0.403 -1.913 -2.495  0.519
O: 0.182 -2.467 -3.579  -0.817
N: 0.265 -0.681 -2.190  0.130
N: 0.927 -2.527 -1.527  -0.118
H: -0.182 0.023 -2.759  0.105
H: 0.500 -0.565 -1.214  -0.343
H: 1.058 -2.141 -0.603  -0.227
H: 1.000 -3.527 -1.654  0.211
C: 4.657 -0.363 -1.164  0.640
O: 5.344 -0.766 -0.209  -0.727
N: 3.383 -0.145 -1.122  0.249
N: 5.197 -0.074 -2.257  -0.339
H: 2.828 -0.275 -0.288  -0.506
H: 2.998 -0.030 -2.048  0.219
H: 6.175 -0.192 -2.480  0.282
H: 4.590 0.419 -2.895  0.139
C: 0.432 3.398 -1.084  -0.307
C: 1.863 3.328 -0.420  0.981
C: 2.761 4.612 -0.605  -0.905
O: 3.397 4.555 -1.852  -0.376
C: 2.913 5.507 -2.856  -0.599
N: 1.643 2.939 0.960  -0.192
H: -0.152 2.479 -1.050  -0.863
H: 0.607 3.584 -2.144  0.600
H: -0.127 4.248 -0.694  0.357
H: 2.435 2.449 -0.717  -0.219
H: 3.608 4.548 0.078  0.378
H: 2.173 5.506 -0.400  0.398
H: 3.285 5.080 -3.787  0.236
H: 3.235 6.514 -2.593  0.299
H: 1.824 5.473 -2.885  0.229
H: 1.551 1.969 1.227  -0.383
H: 2.406 3.192 1.572  0.295
C: -1.975 -5.593 -0.131  -1.751
C: -2.374 -4.102 -0.114  1.024
C: -3.264 -3.702 -1.380  -0.294
O: -4.642 -4.028 -1.267  -0.356
C: -5.470 -3.824 -2.412  -0.543
N: -2.906 -3.585 1.139  -0.222
H: -2.749 -6.347 -0.273  0.407
H: -1.362 -5.851 0.733  0.360
H: -1.310 -5.634 -0.994  0.422
H: -1.372 -3.686 -0.224  -0.556
H: -2.696 -4.135 -2.204  0.484
H: -3.186 -2.626 -1.537  -0.166
H: -5.389 -4.576 -3.197  0.280
H: -5.278 -2.917 -2.985  0.149
H: -6.422 -3.992 -1.908  0.272
H: -3.791 -3.143 0.934  0.392
H: -3.317 -4.393 1.583  0.345
C: 5.644 -3.476 2.206  -1.788
C: 4.248 -2.984 2.536  0.339
C: 4.302 -1.621 3.311  -0.762
O: 2.993 -1.218 3.614  -0.299
C: 2.938 0.097 4.225  -0.765
N: 3.345 -3.165 1.398  -0.620
H: 6.143 -3.626 3.163  0.464
H: 6.222 -2.843 1.532  0.322
H: 5.706 -4.435 1.692  0.431
H: 3.947 -3.669 3.329  0.399
H: 4.791 -0.807 2.775  0.476
H: 4.880 -1.830 4.212  0.404
H: 1.916 0.264 4.566  0.182
H: 3.298 0.722 3.408  0.332
H: 3.602 0.138 5.088  0.311
H: 3.742 -2.586 0.671  0.125
H: 3.402 -4.097 1.012  0.353
C: -2.351 2.534 4.184  -1.695
C: -1.346 2.525 3.089  1.162
C: -1.996 2.334 1.737  0.380
O: -2.933 3.398 1.412  -0.456
C: -3.756 3.167 0.319  -0.115
N: -0.645 3.882 3.170  -0.981
H: -1.870 2.801 5.125  0.445
H: -2.689 1.497 4.170  0.336
H: -3.268 3.121 4.126  0.216
H: -0.525 1.823 3.226  -0.058
H: -2.434 1.340 1.827  0.297
H: -1.308 2.209 0.901  -0.518
H: -4.425 4.026 0.270  0.359
H: -4.373 2.303 0.566  0.326
H: -3.250 3.022 -0.636  -0.277
H: 0.072 3.807 2.463  0.350
H: -1.350 4.475 2.755  0.368
C: -3.882 -0.389 -3.300  -1.925
C: -2.802 0.626 -2.808  1.410
C: -3.293 2.113 -3.054  -1.336
O: -2.287 3.071 -2.661  -0.098
C: -2.405 4.478 -3.057  -0.928
N: -2.598 0.402 -1.435  -0.135
H: -4.827 -0.417 -2.756  0.415
H: -3.460 -1.394 -3.298  0.430
H: -4.122 -0.187 -4.344  0.487
H: -1.904 0.405 -3.385  -0.076
H: -4.191 2.511 -2.581  0.436
H: -3.400 2.206 -4.135  0.560
H: -3.345 5.031 -3.064  0.350
H: -2.158 4.575 -4.115  0.330
H: -1.599 4.977 -2.520  0.262
H: -1.903 1.065 -1.124  -0.177
H: -2.239 -0.530 -1.287  -0.332

***

# 4
Density functional theory data (the ωB97M-V functional and the def2-TZVPD basis) for a structure of composition C24H64AsCaF6O24S8.

For the HOMO-LUMO gap (spin up / spin down), the calculation gives 1.61 / 9.34 eV. As for the multiplicity: 2. As for the expectation value of S²: 0.752. The total energy comes out at -9456.595247 Eh.

Last column: Mulliken spin population.
Geometry (Å):
Ca: -30.845 14.021 25.402  1.106
As: -32.775 11.947 22.488  -0.245
F: -34.278 12.721 23.116  0.036
F: -33.118 10.348 23.297  0.047
F: -31.158 11.521 21.808  0.081
F: -32.476 13.467 21.614  0.019
F: -32.032 12.649 23.999  0.341
F: -33.632 11.273 21.077  -0.034
O: -31.539 16.118 26.513  -0.079
S: -31.634 17.320 27.419  -0.038
O: -30.743 17.496 28.539  0.026
O: -31.588 18.762 26.492  -0.003
C: -31.217 19.922 27.248  -0.018
C: -32.178 21.020 26.876  0.028
C: -33.419 17.374 27.889  -0.012
H: -30.170 20.125 27.025  -0.010
H: -31.359 19.827 28.324  0.005
H: -31.679 21.903 27.276  -0.008
H: -33.141 21.122 27.377  0.007
H: -32.278 21.269 25.819  0.008
H: -33.410 18.412 28.223  0.005
H: -33.621 16.661 28.688  0.005
H: -34.061 17.189 27.028  -0.002
O: -31.381 11.709 26.609  -0.148
S: -31.831 10.380 26.914  -0.291
O: -33.264 10.103 27.069  0.027
O: -31.002 9.299 25.865  -0.034
C: -31.630 8.064 25.526  -0.007
C: -31.061 7.767 24.149  0.020
C: -30.989 9.945 28.393  0.000
H: -32.715 8.033 25.627  0.002
H: -31.320 7.323 26.263  0.001
H: -31.328 8.594 23.492  0.026
H: -31.434 6.839 23.716  -0.005
H: -29.989 7.598 24.051  0.001
H: -29.922 9.756 28.281  0.002
H: -31.582 9.179 28.891  -0.003
H: -31.015 10.835 29.023  0.007
O: -33.031 14.099 26.319  0.109
S: -34.032 13.532 27.208  -0.178
O: -33.678 12.680 28.331  0.000
O: -34.898 14.877 27.876  0.029
C: -35.909 14.666 28.836  -0.046
C: -36.412 15.932 29.432  0.023
C: -35.393 12.779 26.276  -0.058
H: -35.608 14.034 29.672  -0.007
H: -36.711 14.060 28.414  0.013
H: -35.657 16.422 30.046  0.002
H: -37.344 15.670 29.932  -0.004
H: -36.599 16.631 28.616  0.001
H: -36.123 12.492 27.034  0.019
H: -34.990 11.901 25.772  0.006
H: -35.673 13.532 25.540  0.022
O: -28.359 10.345 26.636  -0.006
S: -28.173 11.438 25.693  0.255
O: -28.988 12.618 25.846  0.187
O: -26.565 11.821 25.537  -0.008
C: -25.580 11.152 26.360  0.004
C: -24.259 11.044 25.599  0.005
C: -28.427 10.655 24.072  -0.058
H: -25.835 10.094 26.301  0.006
H: -25.464 11.466 27.397  -0.003
H: -24.413 10.637 24.600  0.002
H: -23.560 10.404 26.137  0.001
H: -23.740 11.995 25.480  -0.001
H: -29.500 10.763 23.911  0.003
H: -28.240 9.582 24.062  0.017
H: -28.112 11.273 23.231  -0.005
O: -27.850 12.849 28.455  -0.001
S: -28.952 13.781 28.746  0.041
O: -29.913 14.109 27.685  0.002
O: -29.733 13.207 30.138  -0.008
C: -29.139 12.991 31.355  -0.005
C: -29.350 11.587 31.884  0.005
C: -28.249 15.409 29.380  -0.043
H: -29.567 13.724 32.039  -0.002
H: -28.076 13.233 31.338  0.004
H: -30.424 11.413 31.938  0.000
H: -28.919 11.295 32.841  0.000
H: -28.878 10.869 31.213  0.000
H: -29.008 16.192 29.374  0.014
H: -27.415 15.482 28.682  0.004
H: -27.825 15.231 30.368  0.005
O: -29.832 13.888 23.220  -0.038
S: -28.837 14.423 22.313  -0.235
O: -28.592 15.849 22.229  0.043
O: -27.415 13.744 22.820  0.037
C: -26.253 14.148 22.188  0.002
C: -25.405 12.833 21.935  0.004
C: -29.108 13.638 20.654  -0.247
H: -25.779 14.946 22.760  0.003
H: -26.549 14.569 21.228  0.013
H: -24.376 13.154 21.772  -0.002
H: -25.816 12.346 21.051  0.008
H: -25.285 12.169 22.791  0.011
H: -28.350 14.032 19.977  0.074
H: -30.087 14.009 20.353  0.024
H: -28.931 12.563 20.686  0.011
O: -29.151 15.521 25.349  0.000
S: -28.424 16.785 25.516  0.099
O: -28.230 17.294 26.823  -0.009
O: -26.961 16.544 24.683  0.014
C: -25.860 16.002 25.472  -0.003
C: -25.064 16.970 26.196  0.002
C: -29.227 18.141 24.416  -0.084
H: -25.188 15.503 24.774  -0.001
H: -26.110 15.346 26.306  0.003
H: -24.178 16.612 26.721  -0.003
H: -25.589 17.550 26.955  0.003
H: -24.728 17.718 25.478  0.002
H: -29.819 18.838 25.008  0.027
H: -29.837 17.533 23.748  0.030
H: -28.457 18.731 23.919  0.000
O: -31.723 15.661 23.789  -0.049
S: -33.100 16.255 23.720  0.253
O: -34.351 15.531 23.923  0.014
O: -33.106 17.718 24.483  -0.078
C: -34.169 18.643 24.082  -0.009
C: -33.430 19.848 23.585  0.010
C: -33.119 16.850 22.026  -0.247
H: -34.851 18.849 24.906  -0.008
H: -34.864 18.144 23.406  0.007
H: -33.965 20.790 23.706  -0.012
H: -33.314 19.858 22.502  0.021
H: -32.513 19.985 24.159  0.015
H: -32.896 15.899 21.543  0.016
H: -32.363 17.630 21.936  0.002
H: -34.078 17.159 21.611  0.072

***

- Number 1 is which compound?
  C24H62HgN3O9